[1]
{
  "formula": "C4H9N3O",
  "method": "ωB97M-V/def2-TZVPD",
  "species": ["C", "C", "N", "C", "C", "O", "N", "N", "H", "H", "H", "H", "H", "H", "H", "H", "H"],
  "positions_angstrom": [[0.711, 2.102, -0.607], [-0.151, -1.456, -1.294], [-0.037, 0.957, -1.054], [0.243, -0.225, -0.532], [-0.881, 0.149, 1.035], [1.084, -1.666, 1.060], [0.836, -0.331, 0.715], [-1.683, -0.708, 1.429], [1.047, -1.646, 2.028], [-2.480, -0.386, 1.965], [-0.794, 1.218, 1.222], [0.264, 2.995, -1.051], [0.740, 2.261, 0.484], [1.763, 2.004, -0.906], [-0.819, -1.174, -2.101], [-0.593, -2.214, -0.661], [0.751, -1.881, -1.732]],
  "mulliken_charge": [-0.733, -1.105, -0.598, 0.854, -0.045, -0.393, -0.305, -0.532, 0.348, 0.276, 0.382, 0.284, 0.262, 0.280, 0.350, 0.366, 0.309],
  "gap_ev": 9.26,
  "e_homo_ev": -8.4165,
  "de_lowest_ev": 5.431,
  "e_lumo_ev": 0.8468,
  "total_energy_ha": -397.1511
}

***

[2]
{
  "formula": "C36H72NO31PS",
  "method": "ωB97M-V/def2-TZVPD",
  "species": ["C", "C", "O", "N", "O", "S", "O", "O", "P", "O", "O", "C", "C", "O", "H", "H", "H", "H", "H", "H", "H", "H", "C", "C", "O", "C", "O", "O", "C", "H", "H", "H", "H", "H", "H", "H", "H", "C", "C", "O", "C", "O", "O", "C", "H", "H", "H", "H", "H", "H", "H", "H", "C", "C", "O", "C", "O", "O", "C", "H", "H", "H", "H", "H", "H", "H", "H", "C", "C", "O", "C", "O", "O", "C", "H", "H", "H", "H", "H", "H", "H", "H", "C", "C", "O", "C", "O", "O", "C", "H", "H", "H", "H", "H", "H", "H", "H", "C", "C", "O", "C", "O", "O", "C", "H", "H", "H", "H", "H", "H", "H", "H", "C", "C", "O", "C", "O", "O", "C", "H", "H", "H", "H", "H", "H", "H", "H", "C", "C", "O", "C", "O", "O", "C", "H", "H", "H", "H", "H", "H", "H", "H"],
  "positions_angstrom": [[-0.178, 2.627, 4.150], [1.307, 2.311, 4.170], [1.713, 1.521, 4.917], [2.121, 2.961, 3.224], [3.479, 2.922, 3.510], [3.843, 3.823, 4.896], [4.871, 3.160, 5.603], [4.649, 5.100, 4.150], [4.221, 6.644, 4.710], [3.230, 6.502, 6.038], [3.406, 7.404, 3.475], [1.666, 4.281, 2.792], [1.624, 4.495, 1.290], [1.313, 5.126, 3.513], [-0.358, 3.537, 4.711], [-0.748, 1.782, 4.507], [-0.464, 2.848, 3.116], [2.348, 6.853, 5.825], [2.905, 8.138, 3.859], [1.923, 3.572, 0.803], [0.580, 4.686, 1.054], [2.235, 5.339, 0.990], [0.840, -2.132, -1.752], [0.277, -0.835, -2.293], [0.855, 0.304, -1.637], [2.080, 0.639, -2.044], [2.719, 0.087, -2.902], [2.486, 1.685, -1.322], [3.827, 2.100, -1.595], [0.731, -2.173, -0.667], [0.324, -2.986, -2.192], [1.903, -2.222, -1.975], [-0.792, -0.785, -2.093], [0.409, -0.757, -3.372], [3.975, 2.278, -2.659], [4.531, 1.353, -1.233], [3.991, 3.030, -1.057], [1.815, 0.901, -6.719], [2.594, 1.706, -5.702], [2.958, 2.995, -6.226], [1.987, 3.906, -6.240], [0.860, 3.752, -5.849], [2.479, 5.025, -6.782], [1.517, 6.070, -6.939], [2.366, 0.836, -7.659], [1.626, -0.107, -6.349], [0.855, 1.369, -6.941], [3.527, 1.196, -5.470], [2.046, 1.815, -4.768], [1.007, 6.280, -6.001], [0.796, 5.802, -7.710], [2.058, 6.958, -7.254], [-4.801, -2.270, 4.774], [-3.380, -2.769, 4.626], [-2.931, -2.686, 3.264], [-2.572, -1.473, 2.850], [-2.579, -0.465, 3.508], [-2.215, -1.561, 1.565], [-1.879, -0.310, 0.964], [-5.463, -2.791, 4.081], [-5.159, -2.428, 5.791], [-4.872, -1.206, 4.548], [-3.330, -3.823, 4.894], [-2.695, -2.234, 5.284], [-1.122, 0.215, 1.545], [-2.771, 0.307, 0.858], [-1.478, -0.525, -0.022], [-9.223, -7.792, 5.775], [-7.799, -8.275, 5.606], [-7.369, -8.181, 4.240], [-7.029, -6.962, 3.827], [-7.041, -5.958, 4.492], [-6.689, -7.042, 2.539], [-6.385, -5.783, 1.939], [-9.889, -8.318, 5.089], [-9.566, -7.958, 6.797], [-9.307, -6.728, 5.554], [-7.734, -9.329, 5.870], [-7.112, -7.734, 6.257], [-5.631, -5.246, 2.511], [-7.292, -5.185, 1.851], [-5.998, -5.977, 0.943], [2.593, -4.197, -11.673], [2.176, -3.672, -10.316], [2.967, -2.542, -9.922], [2.640, -1.385, -10.497], [1.751, -1.211, -11.289], [3.484, -0.451, -10.053], [3.301, 0.830, -10.659], [3.663, -4.409, -11.688], [2.048, -5.110, -11.914], [2.397, -3.464, -12.455], [2.345, -4.435, -9.558], [1.116, -3.418, -10.292], [2.268, 1.162, -10.578], [3.608, 0.796, -11.704], [3.935, 1.538, -10.131], [7.727, 3.674, -6.820], [6.912, 3.163, -7.990], [7.750, 2.820, -9.103], [8.386, 1.653, -9.003], [8.308, 0.877, -8.087], [9.138, 1.497, -10.096], [9.944, 0.318, -10.087], [8.368, 4.500, -7.134], [7.072, 4.018, -6.020], [8.376, 2.894, -6.423], [6.246, 3.949, -8.342], [6.292, 2.313, -7.706], [9.342, -0.568, -9.896], [10.732, 0.408, -9.341], [10.397, 0.232, -11.071], [-12.417, -14.431, 6.643], [-11.698, -13.594, 7.680], [-11.417, -12.275, 7.189], [-12.450, -11.432, 7.190], [-13.566, -11.674, 7.569], [-12.034, -10.270, 6.678], [-13.065, -9.292, 6.537], [-11.858, -14.441, 5.706], [-12.537, -15.455, 6.995], [-13.404, -14.025, 6.426], [-10.731, -14.040, 7.907], [-12.259, -13.539, 8.612], [-13.595, -9.140, 7.476], [-13.760, -9.590, 5.753], [-12.585, -8.360, 6.249], [5.483, 8.895, 8.642], [4.328, 9.631, 7.998], [4.388, 11.040, 8.269], [5.266, 11.728, 7.539], [5.982, 11.282, 6.681], [5.220, 13.004, 7.932], [6.173, 13.849, 7.286], [5.528, 9.117, 9.709], [5.373, 7.819, 8.506], [6.434, 9.200, 8.207], [3.389, 9.280, 8.422], [4.289, 9.452, 6.923], [6.099, 13.770, 6.204], [7.180, 13.598, 7.617], [5.948, 14.870, 7.583]],
  "mulliken_charge": [-1.200, 0.680, -0.517, 0.423, -0.299, 0.792, -0.559, -0.210, 0.279, -0.422, -0.406, 0.488, -1.081, -0.424, 0.300, 0.312, 0.348, 0.306, 0.308, 0.205, 0.334, 0.337, -1.160, -0.171, -0.324, 0.718, -0.564, -0.203, -0.635, 0.289, 0.395, 0.362, 0.359, 0.194, 0.224, 0.344, 0.205, -1.282, 0.029, -0.258, 0.688, -0.581, -0.297, -0.701, 0.243, 0.414, 0.345, 0.381, 0.158, 0.300, 0.295, 0.226, -1.047, -0.224, -0.369, 0.783, -0.551, -0.339, -0.101, 0.235, 0.367, 0.331, 0.295, 0.355, 0.201, 0.363, -0.294, -0.995, -0.275, -0.371, 0.787, -0.562, -0.348, -0.495, 0.254, 0.344, 0.362, 0.305, 0.309, 0.162, 0.294, 0.226, -1.105, -0.177, -0.360, 0.740, -0.552, -0.255, -0.651, 0.293, 0.357, 0.312, 0.290, 0.310, 0.314, 0.347, 0.135, -1.246, -0.025, -0.354, 0.776, -0.545, -0.345, -0.642, 0.321, 0.352, 0.332, 0.295, 0.275, 0.295, 0.291, 0.224, -1.101, -0.181, -0.345, 0.728, -0.558, -0.259, -0.685, 0.291, 0.356, 0.314, 0.294, 0.313, 0.330, 0.320, 0.183, -1.163, 0.004, -0.362, 0.763, -0.556, -0.344, -0.635, 0.331, 0.337, 0.309, 0.269, 0.246, 0.296, 0.293, 0.221],
  "gap_ev": 9.22,
  "e_homo_ev": -9.0570,
  "e_lumo_ev": 0.1664,
  "total_energy_ha": -4541.7218
}

***

[3]
{
  "formula": "C2H3N3O2",
  "method": "ωB97M-V/def2-TZVPD",
  "species": ["O", "C", "N", "C", "N", "O", "N", "H", "H", "H"],
  "positions_angstrom": [[-2.025, -0.746, -2.309], [-1.383, -0.603, -1.286], [-1.963, -0.336, 0.013], [-1.051, -0.297, 0.856], [0.348, -0.611, 0.182], [1.091, 0.526, 0.423], [-0.075, -0.934, -1.106], [-0.846, 0.042, 1.947], [0.515, 1.271, 0.482], [0.685, -0.911, -1.807]],
  "mulliken_charge": [-0.529, 0.412, -0.413, 0.100, -0.221, -0.350, 0.012, 0.377, 0.326, 0.287],
  "smiles": "O=c1ncn(O)[nH]1",
  "gap_ev": 9.69,
  "e_homo_ev": -9.8323,
  "de_lowest_ev": 3.966,
  "e_lumo_ev": -0.1466,
  "total_energy_ha": -392.6478
}

***

[4]
{
  "formula": "C8H11NO3",
  "method": "ωB97M-V/def2-TZVPD",
  "species": ["C", "C", "C", "C", "C", "C", "C", "N", "C", "O", "O", "O", "H", "H", "H", "H", "H", "H", "H", "H", "H", "H", "H"],
  "positions_angstrom": [[-2.840, -1.697, -0.217], [-1.759, -0.772, 0.101], [-1.924, 0.385, 0.742], [-0.740, 1.214, 0.996], [0.392, 0.994, 0.332], [1.500, 2.038, 0.402], [0.627, -0.219, -0.429], [1.244, 0.118, -1.659], [1.594, -1.128, 0.430], [1.259, -1.898, 1.280], [2.849, -1.020, -0.023], [-0.605, -0.983, -0.649], [-2.655, -1.998, -1.322], [-3.733, -1.359, 0.123], [-2.635, -2.728, 0.373], [-2.830, 0.651, 1.214], [-0.909, 2.121, 1.585], [2.569, 1.485, 0.687], [1.428, 2.828, 1.208], [1.696, 2.407, -0.661], [0.517, 0.135, -2.359], [2.006, -0.493, -1.952], [2.950, -0.084, -0.200]],
  "mulliken_charge": [-1.314, 0.628, -0.661, -0.635, 0.862, -1.279, 0.808, -0.604, 0.379, -0.523, -0.534, -0.446, 0.265, 0.427, 0.248, 0.386, 0.327, 0.146, 0.386, 0.269, 0.252, 0.228, 0.385],
  "smiles": "CC1=CC=C(C)[C@@](N)(C(=O)O)O1",
  "gap_ev": 8.62,
  "e_homo_ev": -7.9355,
  "de_lowest_ev": 2.203,
  "e_lumo_ev": 0.6835,
  "total_energy_ha": -591.8459
}

***

[5]
{
  "formula": "CH11N3O3",
  "method": "ωB97M-V/def2-TZVPD",
  "species": ["N", "C", "N", "N", "H", "H", "H", "H", "H", "O", "H", "H", "O", "H", "H", "O", "H", "H"],
  "positions_angstrom": [[-0.466, -1.753, 0.188], [-1.034, -1.261, -0.855], [-0.310, -0.678, -1.891], [-2.381, -1.306, -0.983], [0.510, -1.935, -0.036], [-0.816, -0.248, -2.652], [0.368, -0.025, -1.517], [-2.868, -2.001, -0.449], [-2.842, -0.733, -1.662], [0.273, 1.707, 4.849], [1.028, 1.427, 5.376], [0.522, 1.506, 3.939], [2.655, 1.643, -3.543], [3.615, 1.668, -3.455], [2.499, 2.365, -4.167], [0.243, 0.558, 1.757], [1.016, 0.485, 2.327], [0.169, -0.325, 1.342]],
  "mulliken_charge": [-0.952, 0.698, -0.488, -0.410, 0.269, 0.215, 0.207, 0.241, 0.179, -0.614, 0.315, 0.304, -0.630, 0.317, 0.319, -0.680, 0.307, 0.405],
  "smiles": "N=C(N)N.O.O.O",
  "gap_ev": 9.78,
  "e_homo_ev": -9.1548,
  "de_lowest_ev": 0.922,
  "e_lumo_ev": 0.6259,
  "total_energy_ha": -434.6869
}

***

[6]
{
  "formula": "C6H13NO2Si",
  "method": "ωB97M-V/def2-TZVPD",
  "species": ["C", "C", "C", "C", "C", "C", "O", "N", "O", "Si", "H", "H", "H", "H", "H", "H", "H", "H", "H", "H", "H", "H", "H"],
  "positions_angstrom": [[-0.888, -1.330, -0.398], [-1.098, 0.220, -0.146], [-2.409, 0.495, 0.589], [0.049, 0.891, 0.577], [0.521, 2.367, 0.044], [1.897, 1.748, -0.149], [3.007, 1.904, -0.568], [1.400, 0.496, 0.260], [1.925, -0.793, 0.639], [3.477, -1.164, 0.113], [-1.084, -1.860, 0.428], [0.226, -1.416, -0.694], [-1.606, -1.596, -1.226], [-1.147, 0.573, -1.166], [-2.568, 0.122, 1.566], [-3.200, 0.158, -0.138], [-2.383, 1.577, 0.788], [-0.241, 0.866, 1.694], [0.646, 3.244, 0.650], [0.085, 2.747, -0.955], [3.574, -2.615, 0.130], [3.498, -0.677, -1.232], [4.570, -0.499, 0.846]],
  "mulliken_charge": [-1.350, 0.462, -1.518, -0.195, -0.664, 0.378, -0.609, 0.358, -0.172, 0.460, 0.409, 0.259, 0.390, 0.287, 0.404, 0.371, 0.376, 0.214, 0.322, 0.243, -0.152, -0.145, -0.128],
  "smiles": "CC(C)[C@@H]1CC(=O)N1O[SiH3]",
  "gap_ev": 9.98,
  "e_homo_ev": -9.0920,
  "de_lowest_ev": 4.793,
  "e_lumo_ev": 0.8831,
  "total_energy_ha": -731.0475
}